Density functional theory data (ωB97M-V/def2-TZVPD) for one molecule with the formula C23H26N2O3S.

- Energy above the lowest of the compared OMol25 structures with the same formula, charge and spin: 1.140 eV
- DFT total energy: -44231.797 eV
- HOMO level: -7.919 eV
- Strongest force on any atom: 0.8 eV/A
- SMILES: CCOCCCNC(=O)CN1C(=O)/C(=C/c2ccccc2C)Sc2ccccc21

The geometry in XYZ format:
```
55
Properties=species:S:1:pos:R:3:forces:R:3
C -0.609864 0.257216 3.787811 0.11 -0.40 0.04
C -0.759552 -1.184799 4.266316 -0.24 0.27 0.08
O 0.125194 -2.083323 3.632515 0.08 -0.09 -0.20
C 1.452055 -2.052780 4.111174 0.26 -0.23 0.22
C 2.281333 -3.062722 3.321538 -0.21 0.43 -0.12
H 3.225489 -3.229340 3.840997 0.03 -0.02 0.04
C 2.577156 -2.585723 1.898577 0.25 -0.25 0.12
N 1.371440 -2.443248 1.120104 -0.05 0.26 0.41
C 1.135622 -3.151868 0.012925 -0.46 0.21 -0.19
O 1.922483 -3.930277 -0.493992 0.22 -0.36 -0.19
C -0.241529 -2.863739 -0.611763 0.02 -0.28 0.25
N -0.269583 -1.608779 -1.349326 -0.13 0.00 0.20
C -0.576211 -0.494388 -0.628384 -0.06 -0.08 0.56
O -0.709861 -0.559651 0.588445 -0.07 -0.05 -0.01
C -0.773527 0.794261 -1.319873 -0.03 0.77 -0.26
C -0.746893 1.921262 -0.586201 0.17 -0.79 -0.04
C -0.952462 3.291777 -1.024964 -0.08 0.52 -0.25
C -0.416073 3.754112 -2.226157 0.08 0.01 0.08
C -0.577853 5.068555 -2.615882 0.01 0.08 -0.07
C -1.288160 5.942683 -1.810800 0.00 0.02 -0.02
C -1.821339 5.495167 -0.614658 0.01 0.06 -0.02
C -1.659358 4.181873 -0.200566 0.02 -0.09 -0.13
C -2.254592 3.718689 1.094435 0.02 0.00 0.00
H -2.868946 2.832862 0.942536 -0.05 -0.06 0.08
H -1.469846 3.461112 1.806561 0.00 -0.05 0.11
H -2.870089 4.500027 1.533424 -0.03 0.01 0.05
H -2.374077 6.180763 0.012268 -0.06 0.04 0.06
H -1.425238 6.970733 -2.111801 -0.01 0.08 -0.02
H -0.149430 5.410953 -3.546003 0.04 0.03 -0.07
H 0.155299 3.079384 -2.844889 0.02 -0.04 -0.04
H -0.561139 1.781810 0.472223 -0.06 -0.13 0.03
S -1.280279 0.765241 -3.007220 -0.08 -0.26 0.05
C -0.346804 -0.618809 -3.576683 -0.06 0.21 0.21
C -0.053466 -0.681312 -4.932312 0.00 -0.04 0.15
C 0.695002 -1.726175 -5.435728 0.01 -0.05 -0.05
C 1.176358 -2.695355 -4.570678 -0.07 0.06 -0.07
C 0.882191 -2.641999 -3.221180 -0.01 0.01 0.08
C 0.091382 -1.615806 -2.703906 0.13 0.08 -0.76
H 1.290127 -3.394225 -2.565866 0.02 -0.09 0.13
H 1.787874 -3.501830 -4.944351 0.06 -0.08 -0.02
H 0.914458 -1.773120 -6.490949 0.03 0.00 -0.10
H -0.423210 0.100915 -5.577302 0.01 0.10 -0.11
H -0.506700 -3.675921 -1.290192 0.09 0.10 0.10
H -0.984355 -2.787845 0.186954 0.07 -0.05 -0.17
H 0.629715 -1.875602 1.518693 0.02 -0.17 -0.26
H 3.210018 -3.310932 1.380587 -0.03 0.18 0.05
H 3.098680 -1.621691 1.935145 0.05 -0.10 -0.01
H 1.732099 -4.003784 3.280215 0.04 -0.09 0.05
H 1.887369 -1.048851 4.002563 -0.01 -0.04 0.04
H 1.461874 -2.312579 5.182396 -0.02 0.08 -0.11
H -0.634189 -1.244199 5.358189 -0.05 -0.06 -0.09
H -1.756779 -1.550475 4.007880 0.05 0.05 0.13
H -0.683150 0.278709 2.703841 -0.03 0.08 -0.06
H 0.346091 0.678714 4.091113 0.07 0.10 0.04
H -1.404756 0.864329 4.212202 -0.08 0.12 0.07
```
Forces are in eV/Å.